(1)
Here is a structure of composition C20H17ClN6PSTl in a non-equilibrium geometry from the OMol25 dataset. Energies are from ωB97M-V/def2-TZVPD.

The calculation puts the gap between HOMO and LUMO (alpha / beta) at 6.0 / 5.1 eV. Its total charge is +2. For the max |F|, the calculation gives 1.55 eV Å⁻¹. As for the HOMO energy (alpha / beta): -15.21 / -14.58 eV.

Positions of all 47 atoms, in Å:
N: -4.05790 -1.18980 -1.29680
N: -4.93410 1.50630 -0.04860
C: -1.22810 6.14600 -2.70810
C: -1.87140 3.12170 4.25640
H: 5.54070 2.93680 0.41940
H: -4.99530 1.52990 -1.06270
C: -2.60520 -0.23590 1.59770
H: 0.30690 3.13040 -2.72440
H: -2.77720 3.27780 0.99720
H: -2.14750 7.05440 -0.99550
C: -0.51240 5.05480 -3.19120
C: -0.61380 4.05020 -1.00690
H: -3.73490 3.49190 3.26210
H: 4.41320 0.74770 0.62340
H: -5.77500 1.16370 0.40640
H: 4.23070 4.97760 -0.00040
C: 3.72930 4.02740 0.09340
N: -1.87810 0.19440 0.57340
C: -3.15230 -1.91040 -1.28030
C: 2.45750 1.58350 0.35330
C: 1.70650 2.73970 0.12270
P: -0.10560 2.69390 0.06210
Tl: -0.51520 0.00680 -1.63790
C: 3.83650 1.64500 0.45800
H: 1.07710 2.49900 2.72850
N: -2.69110 0.91560 -0.18430
H: -0.20900 5.01650 -4.22560
C: -0.21790 4.00180 -2.34910
C: 2.35510 3.96530 -0.03730
H: -2.29540 3.18180 5.24730
H: -2.24750 -0.85010 2.39450
N: -3.85480 0.86640 0.40050
C: 0.02590 2.70830 2.84340
C: -0.78350 2.87730 1.71660
C: -2.14790 3.15840 1.86920
H: 1.77970 4.85770 -0.23380
N: -3.85600 0.18670 1.50630
Cl: 1.61510 0.07810 0.50340
H: -1.50250 6.94640 -3.37630
H: -1.61600 5.20600 0.51650
C: -1.32740 5.15020 -0.52120
C: -2.68290 3.28530 3.13690
C: -0.51640 2.85770 4.10540
C: -1.61680 6.19600 -1.37660
S: -1.79290 -2.82120 -1.22750
C: 4.46630 2.87620 0.33560
H: 0.11860 2.76690 4.97360

natural (NBO) population analysis, charges in e, atoms 1 to 5: atom 1 (N): -0.237, atom 2 (N): -0.591, atom 3 (C): -0.127, atom 4 (C): -0.144, atom 5 (H): 0.252

=====

(2)
Here is the molecule C5H11N in a non-equilibrium geometry from the OMol25 dataset. Energies are from ωB97M-V/def2-TZVPD.

The calculation puts the gap between HOMO and LUMO at 10.0 eV. Its total charge is 0. As for the structure (SMILES): CN(C)C1CC1. For the max |F|, the calculation gives 1.65 eV Å⁻¹. As for the HOMO energy: -8.77 eV. The value obtained for the energy above the lowest of the compared OMol25 structures with the same formula, charge and spin is 1.507 eV.

Positions of all 17 atoms, in Å:
C: 1.06842 0.60803 1.45250
H: 0.00722 -1.07254 2.55201
H: -1.13422 0.50400 1.01138
C: -0.80498 -1.14003 -1.27282
H: 0.26770 2.02531 -1.15572
H: -0.51373 -1.19756 -2.35654
H: 0.89797 1.25446 2.31377
H: 1.95693 0.87701 0.87614
N: 0.00171 -0.04854 -0.73997
H: -0.50783 -2.07772 -0.74235
C: -0.13374 0.14072 0.66779
H: -1.46097 1.51343 -1.09833
H: 1.17366 -1.62695 1.19467
H: -1.90338 -1.00599 -1.10820
C: 0.57483 -0.81407 1.60336
C: -0.42379 1.20925 -1.41787
H: -0.47977 1.12298 -2.50476

natural (NBO) population analysis, charges in e, atoms 1 to 5: atom 1 (C): -0.427, atom 2 (H): 0.217, atom 3 (H): 0.176, atom 4 (C): -0.415, atom 5 (H): 0.205

=====

Copy entry 1 word for word.
Here is a structure of composition C20H17ClN6PSTl in a non-equilibrium geometry from the OMol25 dataset. Energies are from ωB97M-V/def2-TZVPD.

The calculation puts the gap between HOMO and LUMO (alpha / beta) at 6.0 / 5.1 eV. Its total charge is +2. For the max |F|, the calculation gives 1.55 eV Å⁻¹. As for the HOMO energy (alpha / beta): -15.21 / -14.58 eV.

Positions of all 47 atoms, in Å:
N: -4.05790 -1.18980 -1.29680
N: -4.93410 1.50630 -0.04860
C: -1.22810 6.14600 -2.70810
C: -1.87140 3.12170 4.25640
H: 5.54070 2.93680 0.41940
H: -4.99530 1.52990 -1.06270
C: -2.60520 -0.23590 1.59770
H: 0.30690 3.13040 -2.72440
H: -2.77720 3.27780 0.99720
H: -2.14750 7.05440 -0.99550
C: -0.51240 5.05480 -3.19120
C: -0.61380 4.05020 -1.00690
H: -3.73490 3.49190 3.26210
H: 4.41320 0.74770 0.62340
H: -5.77500 1.16370 0.40640
H: 4.23070 4.97760 -0.00040
C: 3.72930 4.02740 0.09340
N: -1.87810 0.19440 0.57340
C: -3.15230 -1.91040 -1.28030
C: 2.45750 1.58350 0.35330
C: 1.70650 2.73970 0.12270
P: -0.10560 2.69390 0.06210
Tl: -0.51520 0.00680 -1.63790
C: 3.83650 1.64500 0.45800
H: 1.07710 2.49900 2.72850
N: -2.69110 0.91560 -0.18430
H: -0.20900 5.01650 -4.22560
C: -0.21790 4.00180 -2.34910
C: 2.35510 3.96530 -0.03730
H: -2.29540 3.18180 5.24730
H: -2.24750 -0.85010 2.39450
N: -3.85480 0.86640 0.40050
C: 0.02590 2.70830 2.84340
C: -0.78350 2.87730 1.71660
C: -2.14790 3.15840 1.86920
H: 1.77970 4.85770 -0.23380
N: -3.85600 0.18670 1.50630
Cl: 1.61510 0.07810 0.50340
H: -1.50250 6.94640 -3.37630
H: -1.61600 5.20600 0.51650
C: -1.32740 5.15020 -0.52120
C: -2.68290 3.28530 3.13690
C: -0.51640 2.85770 4.10540
C: -1.61680 6.19600 -1.37660
S: -1.79290 -2.82120 -1.22750
C: 4.46630 2.87620 0.33560
H: 0.11860 2.76690 4.97360

natural (NBO) population analysis, charges in e, atoms 1 to 5: atom 1 (N): -0.237, atom 2 (N): -0.591, atom 3 (C): -0.127, atom 4 (C): -0.144, atom 5 (H): 0.252